This record from the OMol25 dataset describes C38H33CsN9O4 as an isolated structure at a distorted geometry. The level of theory is the ωB97M-V functional and the def2-TZVPD basis.

Element x y z (Å)
Cs  0.006  0.802  0.619
O  1.233  2.520  5.124
C  0.576  2.260  4.098
N  0.428  1.046  3.575
C  0.857  -0.039  4.324
C  1.395  -1.191  3.528
C  2.718  -1.578  3.697
C  3.154  -2.702  3.031
C  2.167  -3.436  2.287
C  0.910  -2.906  2.161
N  0.468  -1.797  2.769
C  -0.172  3.411  3.457
C  -0.661  4.387  4.444
C  -1.420  5.437  3.926
C  -1.535  5.631  2.568
C  -0.904  4.681  1.679
N  -0.328  3.594  2.163
H  1.607  0.405  5.061
H  0.011  -0.391  5.002
H  3.277  -1.053  4.468
H  4.169  -3.012  3.037
H  2.371  -4.381  1.800
H  0.151  -3.437  1.568
H  -0.423  4.331  5.516
H  -1.851  6.097  4.671
H  -2.117  6.403  2.095
H  -0.857  4.811  0.584
O  -2.872  4.514  -6.620
N  -2.025  3.664  -6.313
O  -1.348  3.002  -7.147
C  -2.018  3.304  -4.955
C  -3.048  3.734  -4.103
C  -2.946  3.414  -2.731
C  -3.847  3.855  -1.690
C  -3.919  3.120  -0.528
C  -2.890  2.170  -0.273
N  -1.851  2.094  -1.068
C  -1.782  2.782  -2.221
C  -0.654  2.589  -3.107
N  0.496  2.266  -2.493
C  1.482  1.810  -3.277
C  1.336  1.634  -4.671
C  0.207  2.037  -5.287
C  -0.806  2.648  -4.518
H  -3.914  4.159  -4.507
H  -4.563  4.627  -1.970
H  -4.764  3.271  0.203
H  -2.874  1.164  0.621
H  2.417  1.518  -2.754
H  2.212  1.241  -5.236
H  0.083  1.929  -6.382
C  -5.020  -0.019  0.638
C  -3.951  -0.207  1.703
C  -4.310  0.658  2.938
C  -3.797  -1.648  2.210
O  -2.710  0.309  1.227
H  -5.859  -0.706  0.770
H  -4.637  -0.042  -0.388
H  -5.567  0.941  0.719
H  -4.274  1.728  2.644
H  -3.590  0.569  3.818
H  -5.275  0.428  3.445
H  -4.815  -2.012  2.492
H  -3.146  -1.624  3.100
H  -3.425  -2.325  1.443
N  8.180  -8.015  -1.757
C  7.254  -7.314  -1.687
C  6.148  -6.413  -1.586
C  5.334  -6.224  -2.722
C  4.289  -5.295  -2.721
C  4.115  -4.538  -1.561
C  4.935  -4.636  -0.447
C  5.918  -5.618  -0.450
N  3.032  -3.598  -1.551
C  1.736  -3.782  -2.095
C  1.104  -2.572  -1.928
N  1.928  -1.665  -1.349
C  3.092  -2.313  -1.206
H  5.524  -6.856  -3.594
H  3.518  -5.242  -3.528
H  4.862  -3.930  0.387
H  6.531  -5.768  0.453
H  1.455  -4.661  -2.670
H  0.100  -2.225  -2.173
H  3.983  -1.822  -0.799

Its maximum force is 4.0 eV/Å. The charge is -1. The value obtained for the total energy is -62086.1522 eV. The calculation puts the LUMO energy at 0.927 eV.

This record from the OMol25 dataset describes a 2-piece molecular cluster, C3H11NP2Si overall at a distorted geometry. The level of theory is the ωB97M-V functional and the def2-TZVPD basis.

Element x y z (Å)
C  -0.452  -1.064  -1.166
C  -1.258  -1.046  2.036
C  -2.287  1.353  0.104
N  2.628  0.819  -0.444
Si  -1.036  -0.055  0.383
P  2.303  1.940  0.506
P  3.992  -0.068  -0.840
H  -1.322  -1.595  -1.666
H  -0.010  -0.391  -1.890
H  0.235  -1.646  -0.596
H  -0.667  -1.881  2.282
H  -1.245  -0.374  2.971
H  -2.214  -1.603  1.933
H  -3.313  1.432  0.405
H  -1.683  2.269  0.405
H  -2.157  1.330  -0.972
H  4.833  1.082  -1.319
H  3.652  -0.503  -2.132

Its maximum force is 2.9 eV/Å. The charge is 0. The value obtained for the total energy is -31230.7715 eV. The calculation puts the LUMO energy (alpha / beta) at -0.413 / -0.210 eV.

This record from the OMol25 dataset describes C19H26I2IrNO4PS3Te as an isolated structure. The level of theory is the ωB97M-V functional and the def2-TZVPD basis.

Element x y z (Å)
Ir  -0.079  0.767  -0.544
I  0.699  -3.744  -3.205
C  2.159  -2.540  -2.342
C  3.496  -2.911  -2.334
C  4.461  -2.077  -1.805
I  6.449  -2.731  -1.839
C  4.123  -0.806  -1.249
C  5.034  0.125  -0.721
C  4.571  1.305  -0.195
C  3.197  1.555  -0.189
N  2.320  0.702  -0.678
C  2.760  -0.449  -1.212
C  1.737  -1.301  -1.789
O  0.544  -0.902  -1.813
H  3.784  -3.864  -2.756
H  6.094  -0.086  -0.738
H  5.251  2.038  0.215
H  2.809  2.472  0.239
C  -0.170  4.145  1.141
C  0.320  4.628  -0.229
S  0.549  3.307  -1.479
C  -0.895  3.503  -2.569
C  -2.230  3.378  -1.871
S  -2.396  1.731  -1.091
C  -3.325  2.080  0.436
C  -2.598  2.689  1.629
S  -1.958  4.387  1.445
H  0.336  4.705  1.926
H  0.053  3.086  1.274
H  1.310  5.073  -0.126
H  -0.334  5.383  -0.664
H  -0.769  2.721  -3.319
H  -0.807  4.471  -3.062
H  -3.032  3.450  -2.608
H  -2.372  4.139  -1.113
H  -3.676  1.087  0.724
H  -4.187  2.678  0.141
H  -1.782  2.049  1.958
H  -3.320  2.756  2.444
C  -4.648  -3.305  1.869
C  -3.153  -3.302  2.100
O  -2.616  -2.001  1.781
P  -1.414  -1.639  0.807
O  -1.895  -0.924  -0.404
Te  0.137  -0.195  1.988
O  -0.679  -2.994  0.419
C  0.049  -3.760  1.405
C  1.530  -3.806  1.088
H  -5.074  -4.225  2.271
H  -4.875  -3.247  0.805
H  -5.111  -2.457  2.373
H  -2.680  -4.062  1.481
H  -2.918  -3.495  3.148
H  -0.360  -4.770  1.381
H  -0.110  -3.338  2.402
H  1.700  -4.313  0.138
H  2.037  -4.363  1.876
H  1.953  -2.802  1.040

Its maximum force is 0.9 eV/Å. The charge is +1. The value obtained for the total energy is -97927.9405 eV. As for the multiplicity: 5. The calculation puts the LUMO energy (alpha / beta) at -3.294 / -5.496 eV.